[1]
The following is a quantum chemistry calculation of a molecular structure, C4H7NO2 at a distorted geometry, from OMol25.

Each line ends with the Mulliken charge.
Geometry (Å):
C1 0.843 0.447 1.518  -0.902
C2 -0.223 0.407 -1.652  -1.225
N1 -0.539 0.331 1.084  -0.286
C3 0.196 -1.275 -0.629  0.245
C4 -0.885 -0.498 0.007  0.825
O1 0.875 -2.037 -1.171  -0.346
O2 -2.036 -0.914 -0.182  -0.673
H1 -1.214 0.199 1.826  0.274
H2 1.427 0.986 0.769  0.282
H3 1.333 -0.520 1.699  0.331
H4 0.879 1.025 2.440  0.351
H5 -0.830 1.272 -1.400  0.383
H6 -0.640 -0.127 -2.502  0.353
H7 0.813 0.705 -1.806  0.388

Summary:
Net charge ... 0
F_max ... 1.71 eV Å⁻¹
Energy above the lowest of the compared OMol25 structures with the same formula, charge and spin ... 91.15 kcal/mol

=====

[2]
The following is a quantum chemistry calculation of 19 unconnected molecules or ions with the total composition C51H140O19 at a distorted geometry, from OMol25.

Each line ends with the Mulliken charge.
Geometry (Å):
C1 35.934 21.200 11.225  -0.563
O1 35.408 22.589 11.169  -0.427
H1 36.980 21.163 10.919  0.300
H2 35.980 20.772 12.227  0.276
H3 35.275 20.578 10.619  0.147
H4 35.966 23.086 10.566  0.318
C2 26.035 28.968 7.973  -0.491
O2 26.281 30.151 8.654  -0.419
H5 26.591 28.708 7.072  0.312
H6 26.169 28.181 8.715  -0.051
H7 24.984 29.008 7.688  0.423
H8 25.917 30.872 8.136  0.255
C3 23.517 26.650 11.042  -0.197
O3 22.128 26.351 11.205  -0.581
H9 24.080 25.722 11.145  0.049
H10 23.624 26.855 9.977  0.057
H11 23.765 27.486 11.696  0.382
H12 22.022 25.728 11.927  0.304
C4 31.324 23.639 13.738  -0.449
C5 31.233 25.156 14.032  -0.139
C6 30.460 26.103 13.162  -0.371
O4 30.622 25.316 15.254  -0.586
H13 30.433 23.032 13.575  -0.352
H14 31.966 23.256 14.531  0.423
H15 31.877 23.445 12.819  0.307
H16 32.198 25.654 14.126  0.628
H17 29.373 26.045 13.223  -0.210
H18 30.634 25.907 12.104  0.106
H19 30.692 27.157 13.316  0.490
H20 31.041 25.918 15.873  0.325
C7 24.659 21.222 12.881  -1.386
C8 24.859 19.852 12.227  0.336
C9 24.906 19.895 10.725  0.073
O5 25.965 19.226 12.843  -0.494
H21 23.620 21.533 12.779  0.620
H22 25.283 21.995 12.431  0.022
H23 24.832 21.183 13.957  0.289
H24 23.995 19.216 12.419  0.297
H25 24.007 19.488 10.264  0.476
H26 25.667 19.219 10.336  -0.417
H27 25.073 20.938 10.456  -0.235
H28 26.762 19.755 12.762  -0.144
C10 28.069 24.366 10.711  -0.084
C11 28.836 23.408 9.868  0.554
C12 30.310 23.264 10.327  -0.520
O6 28.153 22.192 10.273  1.348
H29 28.343 24.217 11.756  -0.394
H30 26.991 24.262 10.837  -0.048
H31 28.224 25.432 10.544  0.121
H32 28.684 23.671 8.821  0.110
H33 30.667 24.251 10.618  0.367
H34 30.794 22.801 9.467  0.459
H35 30.410 22.601 11.187  -1.066
H36 28.217 22.037 11.218  -0.766
C13 31.052 15.426 10.690  -1.431
C14 31.177 16.275 11.910  1.889
C15 31.398 15.471 13.150  -1.635
O7 32.128 17.309 11.867  -0.651
H37 30.455 14.523 10.819  0.381
H38 32.081 15.252 10.373  0.364
H39 30.579 15.955 9.863  0.118
H40 30.169 16.669 12.045  -0.523
H41 31.237 16.117 14.013  0.370
H42 32.429 15.157 13.314  0.388
H43 30.774 14.583 13.256  0.353
H44 31.787 17.942 11.231  -0.016
C16 32.737 20.262 9.838  -2.108
C17 31.577 19.679 9.127  1.755
C18 31.851 18.662 8.054  -1.729
O8 30.715 19.056 9.980  1.056
H45 33.357 19.467 10.254  0.516
H46 32.351 20.731 10.743  0.324
H47 33.375 20.920 9.248  0.580
H48 30.982 20.519 8.769  -0.219
H49 30.949 18.250 7.602  0.388
H50 32.493 17.857 8.411  0.241
H51 32.395 19.142 7.240  0.430
H52 29.904 18.827 9.519  -0.212
C19 29.442 30.579 8.325  -0.952
C20 30.724 30.337 7.571  0.685
C21 31.516 31.576 7.395  -1.633
O9 31.555 29.504 8.333  -0.470
H53 28.873 29.784 8.807  -0.067
H54 28.689 31.173 7.806  0.343
H55 29.589 31.166 9.232  0.455
H56 30.389 29.831 6.665  0.193
H57 31.000 32.435 6.966  0.349
H58 32.360 31.455 6.715  0.402
H59 31.943 31.950 8.326  0.411
H60 31.892 30.036 9.057  0.344
C22 35.794 24.900 7.298  -1.363
C23 36.224 24.971 8.782  0.901
C24 35.051 25.376 9.700  -1.696
O10 36.796 23.691 9.153  -0.603
H61 35.289 25.799 6.946  0.415
H62 35.147 24.037 7.142  0.230
H63 36.701 24.843 6.697  0.441
H64 36.998 25.697 9.030  0.232
H65 35.412 25.401 10.728  0.385
H66 34.168 24.743 9.610  0.341
H67 34.505 26.311 9.577  0.468
H68 37.537 23.404 8.613  0.271
C25 24.814 24.448 7.665  -0.704
C26 23.699 23.810 8.459  0.770
C27 22.319 24.425 8.170  -1.552
O11 23.622 22.468 8.146  -0.528
H69 24.769 25.523 7.836  0.070
H70 24.679 24.387 6.585  0.445
H71 25.751 24.029 8.033  0.083
H72 23.800 23.777 9.544  -0.065
H73 22.214 25.505 8.280  0.328
H74 21.612 24.007 8.886  0.351
H75 22.007 24.031 7.203  0.446
H76 23.473 22.324 7.209  0.357
C28 33.478 23.467 4.543  -0.958
C29 33.580 22.908 3.092  0.597
C30 34.682 23.619 2.297  -1.503
O12 34.008 21.579 3.284  -0.572
H77 32.611 23.074 5.075  0.363
H78 33.293 24.536 4.437  0.229
H79 34.401 23.419 5.120  0.254
H80 32.668 23.031 2.507  0.218
H81 35.730 23.467 2.558  0.360
H82 34.516 24.695 2.348  0.351
H83 34.645 23.231 1.279  0.361
H84 33.332 20.946 3.030  0.317
C31 26.407 25.582 14.276  -1.250
C32 27.384 24.866 15.187  1.049
C33 26.683 23.980 16.176  -1.559
O13 28.188 24.056 14.425  -0.727
H85 25.823 26.244 14.915  0.530
H86 25.624 25.113 13.681  0.227
H87 26.889 26.349 13.670  0.000
H88 28.013 25.574 15.727  0.346
H89 26.052 24.575 16.835  0.498
H90 27.412 23.391 16.733  0.387
H91 26.051 23.257 15.659  0.122
H92 29.092 24.337 14.586  -0.415
C34 26.728 18.304 7.320  -1.763
C35 27.723 19.455 7.655  0.528
C36 27.032 20.742 7.441  -0.438
O14 28.296 19.256 8.934  -0.377
H93 27.140 17.320 7.542  0.359
H94 26.603 18.266 6.238  0.506
H95 25.740 18.390 7.772  0.269
H96 28.531 19.387 6.925  0.042
H97 26.500 20.910 6.504  0.525
H98 27.780 21.534 7.481  -0.073
H99 26.341 20.976 8.251  -0.172
H100 28.616 20.096 9.270  -0.093
C37 26.802 15.058 12.748  -1.487
C38 26.001 15.662 11.640  0.921
C39 26.827 16.463 10.657  -0.260
O15 25.271 14.619 10.981  -0.629
H101 26.092 14.547 13.398  0.396
H102 27.358 15.856 13.240  0.277
H103 27.653 14.404 12.560  0.340
H104 25.278 16.234 12.220  -0.099
H105 26.243 17.141 10.035  0.109
H106 27.504 15.861 10.051  0.481
H107 27.373 17.178 11.273  -0.391
H108 24.970 14.841 10.097  0.324
C40 28.295 31.081 12.814  -1.417
C41 27.432 30.392 11.712  1.512
C42 27.329 28.837 11.943  -1.149
O16 26.205 31.072 11.574  -0.657
H109 29.155 30.417 12.903  0.292
H110 28.007 31.234 13.854  0.359
H111 28.663 32.001 12.362  0.375
H112 27.961 30.445 10.760  -0.591
H113 28.189 28.381 11.452  0.371
H114 26.489 28.325 11.475  0.095
H115 27.252 28.633 13.011  0.417
H116 25.865 30.857 10.702  0.392
C43 27.887 20.141 15.264  -1.420
C44 28.701 20.724 14.167  0.537
C45 29.402 19.649 13.382  -0.362
O17 27.911 21.562 13.317  1.916
H117 27.338 20.933 15.774  0.262
H118 28.456 19.621 16.035  0.390
H119 27.204 19.357 14.938  0.084
H120 29.472 21.247 14.733  0.568
H121 30.174 18.980 13.760  0.584
H122 29.828 20.210 12.550  -0.347
H123 28.712 18.920 12.956  -0.257
H124 27.973 22.434 13.714  -0.929
C46 30.866 26.677 6.017  -1.147
C47 29.590 26.093 6.714  1.060
C48 28.977 26.938 7.900  -0.250
O18 28.603 25.766 5.675  -0.559
H125 30.832 27.709 5.668  0.096
H126 31.114 26.062 5.152  0.247
H127 31.701 26.552 6.706  0.370
H128 29.880 25.148 7.172  -0.220
H129 29.010 27.983 7.591  -0.121
H130 29.684 26.765 8.711  0.199
H131 28.088 26.479 8.331  0.118
H132 28.945 25.132 5.041  0.314
C49 27.907 22.122 4.194  -1.363
C50 28.556 22.905 3.107  0.543
C51 27.473 23.497 2.290  -1.393
O19 29.325 23.959 3.678  -0.610
H133 28.672 21.738 4.869  0.264
H134 27.380 21.227 3.863  0.559
H135 27.170 22.695 4.756  0.159
H136 29.234 22.227 2.589  0.326
H137 27.854 24.081 1.452  0.422
H138 26.721 23.945 2.939  0.285
H139 26.976 22.669 1.785  0.419
H140 29.822 24.363 2.963  0.242

Summary:
Net charge ... 0
F_max ... 3.62 eV Å⁻¹
Energy above the lowest of the compared OMol25 structures with the same formula, charge and spin ... 92.18 kcal/mol

=====

[3]
The following is a quantum chemistry calculation of 2 unconnected molecules or ions with the total composition C6H10, from OMol25.

Each line ends with the Mulliken charge.
Geometry (Å):
C1 -2.092 -0.581 0.527  -1.168
C2 -0.643 -0.242 0.324  0.896
C3 -0.050 0.956 0.505  -0.953
C4 1.433 0.819 0.316  -0.389
C5 1.568 -0.574 -0.231  -0.814
C6 0.375 -1.190 -0.141  -0.291
H1 -2.730 -0.078 -0.207  0.271
H2 -2.267 -1.657 0.434  0.334
H3 -2.429 -0.275 1.521  0.297
H4 -0.542 1.879 0.794  0.344
H5 1.897 0.826 1.315  0.298
H6 1.919 1.609 -0.266  0.398
H7 2.499 -1.001 -0.587  0.372
H8 0.164 -2.224 -0.397  0.397
H9 0.712 0.628 -2.074  0.017
H10 0.186 1.104 -1.834  -0.010

Summary:
Net charge ... 0
SMILES ... CC1=CCC=C1.[H][H]
F_max ... 0.33 eV Å⁻¹
Energy above the lowest of the compared OMol25 structures with the same formula, charge and spin ... 37.10 kcal/mol

=====

[4]
The following is a quantum chemistry calculation of a single C19H15ClN2O2S molecule at a distorted geometry, from OMol25.

Each line ends with the Mulliken charge.
Geometry (Å):
O1 0.908 -2.546 3.237  -0.737
C1 1.561 -1.532 2.926  0.356
C2 2.968 -1.421 2.950  0.551
C3 3.945 -2.236 3.389  -0.455
O2 5.266 -1.826 3.387  -0.377
C4 5.596 -0.579 2.906  -0.198
C5 4.641 0.335 2.444  -0.517
C6 3.269 -0.091 2.505  0.607
N1 2.163 0.582 2.279  -0.970
N2 1.114 -0.302 2.507  0.593
S1 -0.491 0.141 2.480  -0.103
C7 -0.685 0.684 0.739  -0.854
C8 -1.317 -0.432 -0.108  0.209
C9 -0.452 -1.686 -0.064  -0.615
C10 0.532 -1.959 -0.953  -0.524
C11 0.788 -1.090 -2.151  -0.788
C12 -0.409 -0.216 -2.472  -0.575
C13 -1.427 0.069 -1.590  0.012
C14 -2.544 0.972 -2.003  0.050
C15 -2.312 2.291 -2.448  -0.419
C16 -3.440 3.097 -2.845  -0.700
C17 -4.746 2.629 -2.627  0.371
Cl1 -6.131 3.632 -3.074  -0.219
C18 -4.980 1.365 -2.080  -0.723
C19 -3.887 0.555 -1.786  -0.234
H1 3.614 -3.233 3.748  0.430
H2 6.661 -0.316 2.847  0.370
H3 4.929 1.328 2.066  0.366
H4 -1.397 1.553 0.766  0.419
H5 0.296 1.035 0.358  0.356
H6 -2.311 -0.653 0.264  0.594
H7 -0.626 -2.333 0.833  0.435
H8 1.172 -2.846 -0.798  0.413
H9 0.977 -1.777 -2.975  0.428
H10 1.699 -0.520 -1.970  0.261
H11 -0.447 0.169 -3.485  0.473
H12 -1.288 2.588 -2.561  0.482
H13 -3.224 4.042 -3.325  0.402
H14 -5.969 0.984 -1.935  0.433
H15 -4.018 -0.459 -1.383  0.397

Summary:
Net charge ... 0
SMILES ... O=c1c2coccc-2nn1SC[C@@H]1C=CCC=C1c1ccc(Cl)cc1
F_max ... 3.91 eV Å⁻¹
Energy above the lowest of the compared OMol25 structures with the same formula, charge and spin ... 76.10 kcal/mol